Record 1
Density functional theory data (ωB97M-V with the def2-TZVPD basis set) for C16H12IN6O3Ti as an isolated structure in a non-equilibrium geometry.

Summary:
E_LUMO (spin up / spin down) (eV): -9.1 / -10.4
Orbital gap (spin up / spin down) (eV): 6.435 / 5.132
Total charge: +2
Maximum force (eV/A): 2.430
Molar mass (g/mol): 511.082
Expectation value of S²: 0.76
Energy relative to the best compared isomer or geometry (same formula, charge and spin) (eV): 1.679
2S+1: 2
Highest occupied orbital energy (spin up / spin down) (eV): -15.5 / -15.5

```
39
Properties=species:S:1:pos:R:3:nbo_charge:R:1
Ti -0.15 -0.30 -0.11 1.544
C -4.09 -1.20 1.82 -0.659
C -3.23 -0.16 2.47 0.223
N -3.76 0.56 3.48 -0.316
C -3.01 1.47 4.08 0.087
C -1.68 1.76 3.78 0.007
C -0.99 2.83 4.59 -0.096
O -1.09 2.57 5.97 -0.671
C -1.12 1.02 2.73 -0.178
C 0.29 1.16 2.41 0.269
N 0.89 0.67 1.37 -0.577
C 2.31 0.80 1.19 0.135
C 3.00 1.95 1.56 -0.229
C 4.37 2.01 1.36 -0.159
C 5.05 0.95 0.78 -0.154
C 4.37 -0.20 0.39 -0.204
C 3.01 -0.25 0.60 -0.209
I 2.03 -2.03 0.09 0.499
C -1.94 0.08 2.09 0.237
O -1.39 -0.68 1.04 -0.574
H -5.12 -1.07 2.14 0.270
H -4.05 -1.15 0.73 0.235
H -3.77 -2.20 2.12 0.251
H -3.49 2.01 4.89 0.239
H 0.04 3.03 4.27 0.164
H -1.53 3.77 4.42 0.230
H -0.52 1.83 6.21 0.477
H 0.92 1.67 3.14 0.227
H 2.47 2.80 1.97 0.237
H 4.91 2.90 1.65 0.257
H 6.12 1.00 0.62 0.261
H 4.91 -1.02 -0.06 0.257
N 0.44 1.31 -1.55 -0.481
C 1.07 2.15 -2.22 0.788
N 1.68 2.99 -2.77 -0.358
C 2.71 3.37 -3.53 0.356
N 3.60 3.70 -4.18 -0.131
O -0.46 -0.63 -1.90 -0.380
N -0.76 0.65 -1.74 0.124
```

***

Record 2
Density functional theory data (ωB97M-V with the def2-TZVPD basis set) for C16H13AuIN2O2S as an isolated structure.

Summary:
E_LUMO (eV): 2.9
Orbital gap (eV): 7.432
Total charge: -1
Maximum force (eV/A): 0.448
Molar mass (g/mol): 621.230
Highest occupied orbital energy (eV): -4.6

```
36
Properties=species:S:1:pos:R:3:nbo_charge:R:1
Au 1.14 0.82 0.21 0.512
C 5.07 -2.93 0.22 -0.629
C 3.58 -2.72 0.27 -0.013
C 2.82 -2.72 -0.89 -0.162
C 1.46 -2.45 -0.86 -0.191
C 0.86 -2.15 0.36 -0.344
C 1.59 -2.18 1.54 -0.162
C 2.95 -2.46 1.48 -0.215
S -0.85 -1.74 0.40 2.328
O -1.32 -2.07 1.73 -0.973
O -1.48 -2.42 -0.71 -0.981
N -0.81 -0.14 0.19 -1.006
C -1.98 0.55 -0.10 0.189
C -3.22 -0.02 -0.34 -0.298
C -4.35 0.75 -0.67 -0.177
C -4.29 2.11 -0.78 -0.259
C -3.07 2.75 -0.51 -0.097
C -2.93 4.16 -0.56 -0.151
C -1.73 4.74 -0.25 -0.274
C -0.66 3.91 0.13 0.047
N -0.76 2.61 0.18 -0.450
C -1.92 2.00 -0.15 0.190
H 5.37 -3.39 -0.72 0.206
H 5.40 -3.57 1.04 0.207
H 5.59 -1.98 0.32 0.233
H 3.30 -2.93 -1.84 0.195
H 0.86 -2.43 -1.76 0.237
H 1.10 -1.95 2.47 0.240
H 3.53 -2.45 2.40 0.205
H -3.32 -1.09 -0.28 0.238
H -5.29 0.24 -0.86 0.202
H -5.16 2.70 -1.06 0.196
H -3.79 4.76 -0.85 0.202
H -1.60 5.82 -0.28 0.209
H 0.30 4.34 0.40 0.195
I 3.60 1.54 0.16 -0.650
```

***

- The highest total charge belongs to which entry?
  C16H12IN6O3Ti

***

- total charge of number 2 (C16H13AuIN2O2S)?
  -1